No. 1
{
  "formula": "C2H7OPS",
  "method": "the ωB97M-V functional and the def2-TZVPD basis",
  "species": ["C", "C", "O", "P", "S", "H", "H", "H", "H", "H", "H", "H"],
  "xyz": [[2.35674, 1.34305, 0.38489], [0.46566, -0.54946, -0.13973], [-4.89001, -0.19735, -0.44912], [-3.67520, -0.98303, -0.31880], [2.15856, -0.23903, -0.54148], [3.24749, 1.19140, 1.05720], [2.72275, 2.08627, -0.32676], [1.37279, 1.40271, 0.84713], [-0.05850, 0.33748, -0.41470], [0.15899, -1.32467, -0.76962], [0.34202, -0.65145, 0.92392], [-4.20130, -2.41591, -0.25293]],
  "nbo_charge": [-0.734, -0.749, -0.951, 1.141, 0.159, 0.225, 0.227, 0.224, 0.207, 0.229, 0.209, -0.186],
  "energy_ev": -24357.2963,
  "e_above_lowest_ev": 2.774,
  "gap_ev": 7.30
}

=====

No. 2
{
  "formula": "CH23O11",
  "method": "the ωB97M-V functional and the def2-TZVPD basis",
  "species": ["C", "O", "H", "H", "H", "O", "H", "H", "O", "H", "H", "O", "H", "H", "O", "H", "H", "O", "H", "H", "O", "H", "H", "O", "H", "H", "O", "H", "H", "O", "H", "H", "O", "H", "H"],
  "xyz": [[-21.74636, -6.70393, -3.80480], [-21.04706, -5.53673, -3.33099], [-21.98397, -6.63313, -4.86327], [-22.66226, -6.68460, -3.22308], [-21.29619, -7.57878, -3.45633], [-19.92264, -10.52098, -3.80704], [-19.98231, -9.69595, -4.30452], [-20.38825, -10.46002, -2.95987], [-21.12296, -5.49444, -6.87900], [-20.26080, -5.16825, -6.62997], [-21.59364, -5.76595, -6.06589], [-19.69279, -3.12043, -3.14843], [-20.24408, -3.77486, -3.59927], [-20.01131, -3.20498, -2.24139], [-22.28789, -3.62282, -4.75268], [-21.55088, -3.11501, -5.05012], [-21.89560, -4.35857, -4.29321], [-18.64947, -6.02974, -4.35933], [-19.53369, -5.80694, -3.96124], [-17.97239, -5.62716, -3.83350], [-19.36332, -8.41047, -5.57479], [-19.19021, -7.54361, -5.16900], [-20.08632, -8.27216, -6.07539], [-22.19450, -8.50449, -1.11782], [-22.84856, -8.30526, -1.79023], [-21.45634, -7.85407, -1.21187], [-20.94580, -5.93760, -0.61693], [-21.88804, -5.74978, -0.54026], [-20.83010, -5.79575, -1.56545], [-19.22178, -8.03956, -2.26510], [-18.71244, -7.32402, -1.90976], [-19.63067, -7.80102, -3.05585], [-22.93653, -4.22956, -1.78733], [-22.32832, -4.57749, -2.41658], [-22.77272, -3.30514, -1.94399]],
  "nbo_charge": [-0.250, -1.035, 0.125, 0.163, 0.159, -0.982, 0.489, 0.475, -0.953, 0.476, 0.471, -0.968, 0.487, 0.469, -0.973, 0.458, 0.478, -1.028, 0.509, 0.481, -0.959, 0.499, 0.459, -0.976, 0.457, 0.506, -0.991, 0.480, 0.493, -0.941, 0.472, 0.468, -0.972, 0.487, 0.464],
  "energy_ev": -23934.7414,
  "e_above_lowest_ev": 0.846,
  "total_charge": -1,
  "gap_ev": 9.67
}

=====

No. 3
{
  "formula": "C26H40N5O3S2Ti",
  "method": "the ωB97M-V functional and the def2-TZVPD basis",
  "species": ["Ti", "C", "C", "N", "C", "C", "N", "C", "C", "C", "N", "C", "C", "N", "C", "H", "H", "H", "H", "H", "H", "H", "H", "H", "H", "H", "H", "H", "H", "H", "H", "H", "H", "H", "H", "H", "H", "H", "H", "C", "O", "C", "C", "C", "C", "C", "C", "N", "C", "C", "C", "C", "C", "C", "C", "O", "H", "H", "H", "H", "H", "H", "H", "H", "H", "H", "H", "H", "H", "C", "O", "C", "S", "S", "H", "H", "H"],
  "xyz": [[0.10502, 0.51216, 0.68616], [-2.50784, 2.84793, 0.53615], [-2.53040, 1.72743, -0.49506], [-1.92436, 0.46051, -0.03358], [-2.78052, -0.35559, 0.85650], [-2.36593, -0.22710, 2.31190], [-0.91278, -0.46062, 2.43417], [-0.42459, -0.45135, 3.83763], [0.71773, 0.51798, 4.11555], [1.98209, 0.29482, 3.29340], [1.93225, 0.85670, 1.92573], [2.25618, 2.29818, 1.84824], [1.02040, 3.19651, 1.99654], [-0.24819, 2.52898, 1.58647], [-1.14013, 3.44788, 0.83189], [-3.00665, 2.54953, 1.46542], [-3.11852, 3.65772, 0.13124], [-1.96438, 2.05081, -1.37053], [-3.56181, 1.53447, -0.80623], [-1.73406, -0.10220, -0.86693], [-2.69507, -1.39674, 0.54057], [-3.82957, -0.07173, 0.74269], [-2.93414, -0.93480, 2.92419], [-2.57609, 0.77366, 2.69707], [-0.71737, -1.37841, 2.03446], [-0.10686, -1.46259, 4.10218], [-1.26435, -0.21026, 4.49218], [0.97992, 0.39756, 5.16893], [0.38169, 1.55421, 4.02554], [2.17312, -0.77607, 3.20091], [2.83682, 0.72741, 3.82191], [2.63163, 0.36328, 1.37104], [2.69439, 2.46269, 0.86693], [2.99638, 2.56343, 2.60889], [1.15697, 4.07253, 1.36269], [0.91347, 3.56013, 3.02090], [-0.74414, 2.30028, 2.44685], [-0.63496, 3.70098, -0.09984], [-1.27185, 4.36459, 1.41498], [-0.26376, -4.90557, -1.16920], [-0.16393, -3.64420, -1.80471], [-1.27756, -2.89681, -1.96292], [-2.55493, -3.32197, -1.61723], [-3.67528, -2.54596, -1.90341], [-3.51999, -1.32701, -2.53546], [-2.24457, -0.88118, -2.85893], [-1.10124, -1.63296, -2.57284], [0.12035, -1.10275, -2.98384], [1.44322, -1.44768, -2.80116], [2.12883, -1.92815, -1.66207], [3.38908, -2.53476, -1.88336], [4.13343, -3.10225, -0.87291], [3.65290, -3.09256, 0.43360], [2.44727, -2.45625, 0.69764], [1.70999, -1.85276, -0.31170], [0.61623, -1.13089, 0.05804], [0.74847, -5.29893, -1.13576], [-0.90387, -5.58558, -1.73444], [-0.64708, -4.80251, -0.14963], [-2.68718, -4.29113, -1.16028], [-4.65998, -2.91505, -1.65018], [-4.37982, -0.72393, -2.79396], [-2.11496, 0.07483, -3.35586], [-0.00113, -0.41628, -3.71281], [2.05087, -1.24708, -3.67312], [3.75727, -2.57390, -2.90103], [5.08215, -3.56678, -1.10345], [4.20971, -3.56070, 1.23354], [2.05209, -2.42448, 1.70772], [2.16907, 4.40509, -3.75182], [2.18631, 3.34707, -2.78470], [1.03442, 2.86878, -2.32558], [-0.43017, 3.49649, -2.77636], [1.37525, 1.54685, -1.25555], [3.21377, 4.58319, -3.98573], [1.70500, 5.29495, -3.33054], [1.61628, 4.09796, -4.63776]],
  "mulliken_charge": [-0.266, -0.989, -0.394, 1.257, -0.726, -0.807, 0.499, -0.970, -0.532, -0.689, -0.007, -0.938, -0.695, -0.336, -0.617, 0.245, 0.509, -0.181, 0.521, -0.661, 0.314, 0.269, 0.557, 0.429, 0.160, 0.386, 0.457, 0.461, 0.197, 0.228, 0.493, 0.327, 0.448, 0.449, 0.516, 0.474, 0.309, 0.105, 0.497, -1.057, -0.349, 1.054, -0.529, -1.053, -0.416, -0.594, -0.041, 0.249, -1.686, 1.706, -1.230, -0.905, -0.887, -0.089, 0.101, 0.032, 0.266, 0.384, 0.368, 0.494, 0.428, 0.484, 0.360, 0.352, 0.366, 0.452, 0.423, 0.474, 0.519, -0.809, -0.225, 0.491, -0.271, -0.115, 0.254, 0.349, 0.352],
  "energy_ev": -85986.7244,
  "e_above_lowest_ev": 0.163,
  "total_charge": 1,
  "multiplicity": 3,
  "gap_ev": [5.83, 7.95]
}

=====

No. 4
{
  "formula": "C8H10IN2O2",
  "method": "the ωB97M-V functional and the def2-TZVPD basis",
  "species": ["C", "C", "C", "C", "C", "C", "C", "C", "N", "N", "O", "O", "I", "H", "H", "H", "H", "H", "H", "H", "H", "H", "H"],
  "xyz": [[-0.55268, 2.81301, 2.45354], [-0.83249, 0.52629, 1.73822], [-1.33516, 3.66840, 3.07158], [1.42274, -1.54783, -2.42475], [-0.53119, -1.40076, 0.21263], [-0.73738, -1.54870, -1.28443], [0.52370, 0.42465, -1.63877], [0.00131, 0.90455, -0.34712], [-0.40611, -0.02077, 0.49496], [0.41612, -0.96997, -1.93623], [-1.10786, -0.17761, 2.61833], [-0.84379, 1.86318, 1.52501], [1.57471, 2.94554, 2.75081], [-2.33742, 3.66677, 3.07608], [-0.97217, 4.49764, 3.67800], [2.29674, -0.86792, -2.66903], [1.56080, -2.57736, -2.56542], [-1.45209, -1.73163, 0.69625], [0.24664, -1.98095, 0.56680], [-1.07270, -2.56087, -1.49422], [-1.63753, -0.97872, -1.59816], [0.22433, 1.12300, -2.43207], [1.54951, 0.93903, -1.54741]],
  "nbo_charge": [0.179, 0.929, -0.426, 0.134, -0.235, -0.262, -0.454, 0.210, -0.476, -0.230, -0.500, -0.506, 0.106, 0.219, 0.239, 0.229, 0.230, 0.258, 0.225, 0.270, 0.251, 0.295, 0.315],
  "energy_ev": -23622.0738,
  "total_charge": 1,
  "gap_ev": 6.54
}

=====

No. 5
{
  "formula": "C23H35ReS",
  "method": "the ωB97M-V functional and the def2-TZVPD basis",
  "species": ["C", "C", "C", "C", "C", "Re", "C", "C", "H", "C", "H", "H", "C", "H", "H", "H", "C", "H", "H", "H", "C", "H", "H", "H", "C", "H", "H", "H", "C", "H", "H", "H", "C", "H", "H", "H", "C", "H", "H", "H", "C", "C", "C", "C", "H", "C", "H", "C", "H", "H", "H", "C", "S", "C", "H", "H", "H", "H", "H", "H"],
  "xyz": [[0.94176, -2.29928, 0.81007], [1.83782, -1.49276, 0.02388], [1.33494, -1.46385, -1.31879], [0.09257, -2.18099, -1.35745], [-0.12968, -2.73175, -0.04968], [-0.10154, -0.65322, 0.06216], [-2.50219, 1.04031, -0.16344], [-1.88326, 0.64666, 1.01982], [-1.70669, 1.39048, 1.80387], [-1.71299, -0.74356, 1.41429], [-2.49777, -1.45500, 1.13960], [-1.31266, -0.90405, 2.41725], [-2.70796, 2.49208, -0.47451], [-2.13159, 3.14298, 0.19574], [-2.39958, 2.70690, -1.50625], [-3.77235, 2.77490, -0.39652], [-3.28088, 0.10266, -1.02541], [-3.18842, -0.94976, -0.74453], [-4.36141, 0.33411, -1.02480], [-2.96438, 0.18469, -2.07723], [3.12726, -0.88879, 0.47859], [3.10204, -0.65146, 1.54748], [3.96387, -1.57871, 0.29784], [3.33540, 0.03836, -0.06762], [2.07079, -0.90488, -2.49272], [2.55612, 0.04458, -2.23700], [2.85587, -1.60002, -2.82948], [1.39158, -0.72736, -3.33226], [-0.76153, -2.41901, -2.56209], [-0.74836, -1.55363, -3.23452], [-0.39688, -3.28624, -3.13096], [-1.80094, -2.61586, -2.27433], [-1.20218, -3.71289, 0.30469], [-2.14859, -3.45640, -0.18796], [-0.92915, -4.72861, -0.02250], [-1.37121, -3.73903, 1.38689], [1.17123, -2.75993, 2.21393], [0.22143, -2.94313, 2.72599], [1.74088, -3.70126, 2.22353], [1.73962, -2.01986, 2.78544], [0.22878, 1.30520, -1.21410], [0.83992, 2.38623, -0.64964], [-0.20605, 1.37075, -2.52577], [1.19410, 3.50487, -1.41832], [1.19325, 2.24185, 0.38087], [0.11442, 2.49011, -3.31628], [-0.80600, 0.56407, -2.96127], [0.83632, 3.55497, -2.76653], [1.76382, 4.32403, -0.97075], [-0.20092, 2.50042, -4.35965], [1.09713, 4.41313, -3.39387], [1.59215, 0.61291, 4.31496], [1.12059, 1.04302, 2.63526], [0.29147, 2.60625, 2.94964], [1.76400, -0.46830, 4.36371], [0.78696, 0.89969, 5.00343], [2.52055, 1.14839, 4.55576], [-0.30120, 2.51938, 3.86802], [1.05859, 3.38288, 3.05747], [-0.35889, 2.86266, 2.10604]],
  "nbo_charge": [-0.091, -0.091, -0.045, -0.098, -0.107, 1.270, 0.162, -0.288, 0.246, -0.672, 0.227, 0.252, -0.668, 0.224, 0.246, 0.242, -0.682, 0.210, 0.251, 0.230, -0.634, 0.236, 0.249, 0.245, -0.632, 0.246, 0.243, 0.239, -0.636, 0.236, 0.255, 0.234, -0.628, 0.226, 0.247, 0.234, -0.627, 0.234, 0.252, 0.228, -0.295, -0.221, -0.291, -0.212, 0.195, -0.193, 0.196, -0.226, 0.223, 0.221, 0.228, -0.735, 0.199, -0.744, 0.228, 0.230, 0.232, 0.229, 0.236, 0.235],
  "energy_ev": -37374.5550,
  "total_charge": 1,
  "multiplicity": 4,
  "gap_ev": [5.73, 6.72]
}